{
  "formula": "C15H30CuO15",
  "method": "ωB97M-V with the def2-TZVPD basis set",
  "symbols": ["Cu", "C", "O", "C", "O", "O", "C", "H", "H", "H", "H", "H", "H", "C", "O", "C", "O", "O", "C", "H", "H", "H", "H", "H", "H", "C", "O", "C", "O", "O", "C", "H", "H", "H", "H", "H", "H", "C", "O", "C", "O", "O", "C", "H", "H", "H", "H", "H", "H", "C", "O", "C", "O", "O", "C", "H", "H", "H", "H", "H", "H"],
  "positions_angstrom": [[1.061, 0.868, -0.033], [-1.068, -3.137, -4.758], [-0.768, -4.223, -3.861], [-0.445, -4.048, -2.519], [-0.586, -3.040, -1.863], [-0.003, -5.244, -2.122], [0.011, -5.499, -0.701], [-1.372, -3.468, -5.751], [-0.278, -2.386, -4.748], [-1.879, -2.582, -4.285], [-0.945, -5.789, -0.265], [0.281, -4.553, -0.233], [0.774, -6.210, -0.383], [-2.958, 4.889, 3.270], [-4.164, 4.133, 3.072], [-4.060, 2.912, 2.494], [-3.010, 2.383, 2.147], [-5.237, 2.336, 2.457], [-5.467, 1.029, 1.872], [-2.323, 4.696, 2.406], [-2.433, 4.507, 4.145], [-3.166, 5.954, 3.375], [-4.798, 0.250, 2.239], [-5.379, 1.124, 0.790], [-6.470, 0.653, 2.074], [6.864, -1.426, 0.023], [7.233, -1.318, -1.294], [6.282, -1.161, -2.222], [5.051, -0.947, -2.024], [6.863, -1.394, -3.430], [6.170, -1.362, -4.621], [5.986, -0.887, 0.379], [7.753, -1.060, 0.535], [6.816, -2.479, 0.303], [5.538, -0.498, -4.825], [5.585, -2.274, -4.503], [6.834, -1.517, -5.471], [-1.473, -3.228, 7.249], [-0.623, -2.979, 6.111], [0.012, -1.818, 5.836], [0.780, -1.680, 4.830], [-0.214, -0.964, 6.787], [0.428, 0.252, 6.730], [-1.972, -4.181, 7.074], [-2.156, -2.478, 7.648], [-0.881, -3.522, 8.116], [-0.309, 0.983, 6.398], [1.196, 0.234, 5.957], [0.725, 0.608, 7.717], [-3.783, 3.625, -3.804], [-2.720, 4.296, -4.565], [-1.498, 3.943, -4.438], [-0.981, 3.067, -3.748], [-0.740, 4.906, -5.101], [0.700, 4.832, -5.011], [-4.704, 4.208, -3.806], [-3.447, 3.694, -2.769], [-3.909, 2.580, -4.087], [0.967, 4.929, -3.959], [1.214, 5.614, -5.570], [1.096, 3.849, -5.264]],
  "de_lowest_ev": 4.296,
  "homo_lumo_gap_ev": 6.1,
  "charge": 1,
  "lumo_ev": -6.744
}

=====

{
  "formula": "C15H30F2N4O11P2S",
  "method": "ωB97M-V with the def2-TZVPD basis set",
  "symbols": ["C", "C", "O", "C", "C", "N", "O", "C", "C", "O", "C", "C", "C", "C", "S", "C", "C", "O", "O", "P", "P", "O", "O", "O", "N", "C", "O", "F", "C", "O", "F", "H", "H", "H", "H", "H", "H", "H", "H", "H", "H", "H", "H", "H", "H", "H", "H", "H", "H", "H", "H", "H", "H", "H", "H", "H", "H", "C", "O", "N", "N", "H", "H", "H", "H"],
  "positions_angstrom": [[1.964, -3.243, 0.164], [2.733, -1.944, 0.256], [2.434, -1.112, -0.866], [1.726, 0.062, -0.617], [1.550, 0.705, -1.988], [2.810, 1.145, -2.568], [0.431, -0.231, -0.075], [-0.074, 0.547, 0.961], [-1.604, 0.464, 0.839], [-1.951, -0.841, 0.375], [-3.339, -1.122, 0.372], [-3.986, -0.817, -0.979], [-3.737, 0.590, -1.500], [-4.670, 0.984, -2.631], [-4.153, 2.536, -3.447], [-3.553, -2.610, 0.735], [-2.310, -3.463, 0.599], [-1.875, -4.143, 1.485], [-1.738, -3.504, -0.624], [0.507, 2.390, 0.940], [-1.292, 3.600, 0.803], [-2.334, 3.265, 1.783], [-1.798, 3.588, -0.719], [-0.714, 5.068, 0.974], [0.444, 0.033, 2.272], [0.580, 0.958, 3.351], [1.589, 1.299, 3.840], [-0.595, 1.401, 3.784], [-0.197, -1.157, 2.752], [-1.289, -1.259, 3.183], [0.665, -2.165, 2.757], [0.897, -3.067, 0.266], [2.254, -3.904, 0.981], [2.167, -3.735, -0.783], [2.548, -1.412, 1.186], [3.804, -2.153, 0.214], [2.323, 0.679, 0.069], [1.129, -0.090, -2.603], [0.804, 1.500, -1.967], [3.459, 1.408, -1.837], [3.203, 0.362, -3.066], [-1.918, 1.171, 0.079], [-2.071, 0.674, 1.797], [-3.865, -0.530, 1.126], [-5.065, -0.943, -0.848], [-3.697, -1.558, -1.730], [-2.695, 0.726, -1.791], [-3.920, 1.288, -0.677], [-4.722, 0.217, -3.399], [-5.664, 1.167, -2.232], [-3.154, 2.862, -2.622], [-3.915, -2.749, 1.748], [-4.302, -3.032, 0.062], [-2.021, -2.752, -1.159], [0.993, 2.580, -0.354], [-2.711, 3.266, -0.737], [-1.254, 5.510, 1.646], [6.090, 0.529, -0.185], [5.363, 1.334, -0.743], [6.502, 0.693, 1.108], [6.543, -0.599, -0.810], [7.096, 0.044, 1.587], [6.182, 1.511, 1.591], [6.251, -0.746, -1.757], [7.140, -1.274, -0.371]],
  "de_lowest_ev": 0.000,
  "homo_lumo_gap_ev": 9.3,
  "lumo_ev": 0.207,
  "smiles": "CCO[C@@H](CN)O[C@](CO[C@@H](CCCS)CC(=O)O)(PP(=O)(O)O)N(C(=O)F)C(=O)F.NC(N)=O"
}

=====

{
  "formula": "C15H30N2O2",
  "method": "ωB97M-V with the def2-TZVPD basis set",
  "symbols": ["C", "H", "C", "C", "C", "C", "C", "O", "N", "H", "C", "H", "H", "C", "N", "C", "O", "C", "C", "C", "C", "C", "H", "H", "H", "H", "H", "H", "H", "H", "H", "H", "H", "H", "C", "H", "H", "H", "H", "H", "H", "H", "H", "H", "H", "H", "H", "H", "H"],
  "positions_angstrom": [[0.165, 1.510, -3.133], [-0.742, 0.786, -3.249], [-0.529, 2.760, -2.443], [-1.050, 2.592, -1.179], [-2.417, 1.667, -1.251], [-2.898, 1.741, 0.141], [-2.048, 1.055, 1.167], [-2.486, -0.315, 1.591], [-1.300, 1.578, 1.973], [-1.041, 2.623, 1.606], [-0.342, 1.001, 3.172], [-0.179, 1.738, 3.759], [-1.238, 0.409, 3.419], [0.865, 0.418, 2.609], [0.347, -0.690, 1.564], [0.813, -0.463, 0.199], [1.350, 0.501, -0.322], [0.132, -1.570, -0.622], [0.830, -2.931, -0.298], [2.426, -2.734, -1.024], [2.380, -3.399, -2.504], [1.812, -2.581, -3.486], [1.899, -1.517, -3.363], [2.012, -2.869, -4.493], [0.403, -2.939, -3.197], [2.097, -4.334, -2.410], [3.410, -3.169, -2.907], [3.026, -3.378, -0.267], [2.709, -1.679, -1.115], [1.005, -3.085, 0.603], [0.357, -3.796, -0.846], [-1.040, -1.889, -0.245], [0.045, -1.282, -1.546], [-0.312, -1.227, 1.779], [1.618, -0.151, 3.609], [2.009, 0.577, 4.554], [2.359, -0.759, 3.317], [1.235, -0.730, 4.255], [1.469, 1.113, 1.988], [-3.732, 1.146, 0.182], [-3.033, 2.925, 0.540], [-1.663, 0.658, -1.350], [-2.876, 1.966, -1.970], [-0.191, 2.195, -0.712], [-1.228, 3.410, -0.810], [-1.368, 3.201, -3.224], [0.283, 3.608, -2.636], [0.761, 1.196, -2.505], [0.558, 1.519, -4.027]],
  "de_lowest_ev": 17.233,
  "homo_lumo_gap_ev": 9.2,
  "lumo_ev": 0.610
}